Entry 1:
The following is a quantum chemistry calculation of C23H20F12N2O6SSbSe4Tc as an isolated structure, from the Open Molecules 2025 dataset.

Computed properties:
E_LUMO (spin up / spin down)   -0.0922 / -0.0919 Ha
Relative energy (zero: lowest compared OMol25 entry of this formula, charge and spin)   143.4 kJ/mol

CARTESIAN COORDINATES (ANGSTROEM)
Tc1 0.685 -0.990 -0.655
C1 -0.271 5.618 -2.588
C2 -0.042 4.296 -1.912
C3 1.045 4.091 -1.075
C4 1.200 2.890 -0.408
C5 0.269 1.872 -0.572
N1 0.413 0.669 0.176
C6 0.183 0.652 1.561
C7 0.311 1.827 2.325
C8 0.241 1.818 3.699
C9 0.042 0.634 4.398
C10 0.030 0.588 5.897
C11 -0.209 -0.512 3.657
C12 -0.180 -0.535 2.268
C13 -0.774 -1.777 1.566
O1 -0.866 -1.616 0.207
C14 -0.085 -3.188 1.933
F1 -0.994 -4.115 2.307
F2 0.790 -3.130 2.957
F3 0.522 -3.744 0.887
C15 -2.264 -1.920 2.077
F4 -2.882 -0.736 2.074
F5 -2.957 -2.735 1.272
F6 -2.378 -2.390 3.335
C16 -0.742 1.995 -1.537
C17 -0.898 3.227 -2.159
C18 -1.618 0.788 -1.900
O2 -0.985 -0.438 -1.895
C19 -2.095 0.866 -3.389
F7 -1.016 1.029 -4.184
F8 -2.688 -0.281 -3.751
F9 -2.961 1.847 -3.698
C20 -2.844 0.786 -0.945
F10 -3.735 1.746 -1.266
F11 -2.446 1.052 0.313
F12 -3.486 -0.380 -0.936
H1 0.411 6.375 -2.203
H2 -1.296 5.959 -2.439
H3 -0.109 5.528 -3.664
H4 1.774 4.878 -0.929
H5 2.057 2.704 0.226
H6 0.472 2.763 1.816
H7 0.355 2.751 4.238
H8 0.549 1.446 6.322
H9 0.498 -0.325 6.262
H10 -0.999 0.602 6.263
H11 -0.439 -1.422 4.190
H12 -1.706 3.382 -2.858
Se1 4.324 0.681 -5.020
Sb1 2.915 -1.090 -4.349
Se2 1.466 -0.170 -2.598
Se3 2.985 -1.423 -1.667
Se4 2.663 -3.102 -5.597
C21 -1.764 -3.372 -2.302
C22 -0.302 -3.568 -2.550
N2 0.060 -4.310 -3.592
O3 0.568 -3.049 -1.830
H13 -2.314 -4.306 -2.424
H14 -2.147 -2.637 -3.012
H15 -1.929 -2.974 -1.305
H16 -0.620 -4.706 -4.216
H17 1.031 -4.403 -3.842
C23 3.188 -0.607 3.048
S1 3.159 -0.878 1.296
O4 4.253 -1.742 0.939
O5 3.161 0.432 0.663
O6 1.828 -1.545 0.984
H18 4.196 -0.836 3.382
H19 2.463 -1.274 3.507
H20 2.933 0.435 3.220

Entry 2:
The following is a quantum chemistry calculation of an isolated molecule of C23H20F2N2O7, from the Open Molecules 2025 dataset.

Computed properties:
E_LUMO   0.0086 Ha
Structure (SMILES)   Cc1noc(C)c1COc1cccc(C(=O)OCC(=O)NC(=O)c2ccc(OC(F)F)cc2)c1

CARTESIAN COORDINATES (ANGSTROEM)
C1 2.212 3.839 -1.053
C2 1.692 3.095 0.118
N1 0.447 3.176 0.498
O1 0.297 2.376 1.586
C3 1.467 1.786 1.877
C4 1.507 0.850 3.024
C5 2.410 2.207 0.975
C6 3.855 1.843 0.867
O2 4.243 1.535 -0.460
C7 3.656 0.487 -1.094
C8 3.913 0.395 -2.466
C9 3.362 -0.622 -3.218
C10 2.545 -1.566 -2.621
C11 2.307 -1.493 -1.253
C12 1.455 -2.531 -0.635
O3 0.688 -3.238 -1.249
O4 1.615 -2.619 0.688
C13 0.887 -3.644 1.348
C14 -0.435 -4.025 0.691
O5 -0.727 -5.165 0.443
N2 -1.380 -3.017 0.518
C15 -1.378 -1.721 0.978
O6 -0.506 -1.274 1.692
C16 -2.536 -0.901 0.539
C17 -2.353 0.482 0.481
C18 -3.377 1.311 0.082
C19 -4.615 0.767 -0.247
O7 -5.582 1.692 -0.636
C20 -6.816 1.302 -0.967
F1 -7.461 0.658 0.038
F2 -6.842 0.437 -2.012
C21 -4.824 -0.602 -0.166
C22 -3.784 -1.428 0.222
C23 2.856 -0.470 -0.484
H1 3.133 4.356 -0.789
H2 1.468 4.555 -1.388
H3 2.434 3.147 -1.864
H4 2.528 0.550 3.236
H5 1.078 1.324 3.904
H6 0.905 -0.027 2.789
H7 4.095 1.015 1.546
H8 4.482 2.701 1.131
H9 4.550 1.141 -2.915
H10 3.565 -0.674 -4.277
H11 2.097 -2.365 -3.190
H12 0.699 -3.272 2.359
H13 1.501 -4.552 1.384
H14 -2.165 -3.318 -0.047
H15 -1.396 0.898 0.752
H16 -3.238 2.378 0.024
H17 -7.406 2.191 -1.241
H18 -5.781 -1.042 -0.396
H19 -3.983 -2.487 0.307
H20 2.633 -0.441 0.569

Entry 3:
The following is a quantum chemistry calculation of an isolated molecule of C23H20F2N2O8, from the Open Molecules 2025 dataset.

Computed properties:
E_LUMO   -0.0020 Ha
Relative energy (zero: lowest compared OMol25 entry of this formula, charge and spin)   0.0 kJ/mol
Structure (SMILES)   COc1cc(C(=O)OCC(=O)Nc2ccc3c(c2)OC(F)(F)O3)ccc1OCc1c(C)noc1C

CARTESIAN COORDINATES (ANGSTROEM)
C1 -4.881 1.779 -1.410
O1 -4.998 0.991 -0.247
C2 -3.924 0.869 0.566
C3 -2.720 1.535 0.395
C4 -1.674 1.341 1.297
C5 -0.391 2.046 1.138
O2 0.558 1.906 1.885
O3 -0.369 2.869 0.084
C6 0.764 3.712 -0.098
C7 1.938 3.025 -0.823
O4 2.284 3.366 -1.929
N1 2.511 2.058 -0.063
C8 3.583 1.225 -0.376
C9 4.280 1.315 -1.581
C10 5.351 0.477 -1.865
C11 5.693 -0.444 -0.906
C12 5.000 -0.537 0.296
C13 3.941 0.279 0.596
O5 5.571 -1.548 1.050
C14 6.592 -2.042 0.295
F1 6.424 -3.371 0.100
F2 7.757 -1.961 0.979
O6 6.700 -1.400 -0.898
C15 -1.826 0.479 2.378
C16 -3.019 -0.195 2.549
C17 -4.068 -0.013 1.660
O7 -5.254 -0.682 1.841
C18 -5.251 -2.011 1.317
C19 -5.072 -2.016 -0.164
C20 -3.875 -2.202 -0.914
C21 -2.522 -2.550 -0.413
N2 -4.113 -2.029 -2.188
O8 -5.428 -1.721 -2.323
C22 -6.008 -1.704 -1.117
C23 -7.444 -1.356 -1.008
H1 -5.841 1.695 -1.917
H2 -4.690 2.828 -1.167
H3 -4.092 1.401 -2.068
H4 -2.568 2.204 -0.436
H5 1.109 4.082 0.875
H6 0.415 4.539 -0.719
H7 2.089 1.898 0.853
H8 3.976 2.054 -2.304
H9 5.889 0.547 -2.794
H10 3.411 0.198 1.530
H11 -1.007 0.348 3.068
H12 -3.157 -0.871 3.379
H13 -4.458 -2.602 1.795
H14 -6.226 -2.417 1.592
H15 -1.844 -2.652 -1.255
H16 -2.556 -3.490 0.136
H17 -2.154 -1.774 0.256
H18 -7.998 -2.172 -0.547
H19 -7.554 -0.472 -0.384
H20 -7.847 -1.161 -1.998

Entry 4:
The following is a quantum chemistry calculation of C23H20FN5O10W as an isolated structure, from the Open Molecules 2025 dataset.

Computed properties:
E_LUMO   -0.5369 Ha
Relative energy (zero: lowest compared OMol25 entry of this formula, charge and spin)   470.3 kJ/mol
Total charge   +4

CARTESIAN COORDINATES (ANGSTROEM)
W1 1.089 -0.547 1.006
C1 -0.204 5.238 5.638
C2 -0.707 5.296 4.211
N1 -0.017 4.277 3.338
C3 -0.654 3.126 3.153
C4 -0.096 2.145 2.363
C5 -0.492 0.777 2.018
O1 0.032 -0.219 2.678
O2 -0.687 0.464 0.795
C6 1.172 2.332 1.802
O3 1.692 1.249 1.117
C7 1.871 3.511 2.003
C8 3.151 3.775 1.447
C9 3.729 4.976 1.647
F1 4.956 5.179 1.185
C10 3.108 6.041 2.401
C11 1.879 5.750 2.993
C12 1.241 4.523 2.796
N2 3.728 7.244 2.549
C13 4.483 7.920 1.480
C14 5.760 8.542 2.012
N3 5.410 9.507 3.117
C15 4.614 8.826 4.198
C16 3.364 8.179 3.614
H1 -0.711 6.011 6.216
H2 0.870 5.412 5.702
H3 -0.429 4.278 6.102
H4 -0.570 6.266 3.743
H5 -1.769 5.071 4.136
H6 -1.629 3.023 3.611
H7 3.682 3.023 0.879
H8 1.387 6.518 3.564
H9 3.839 8.700 1.057
H10 4.727 7.244 0.671
H11 6.285 9.094 1.235
H12 6.429 7.799 2.444
H13 4.877 10.293 2.731
H14 6.261 9.916 3.515
H15 4.356 9.570 4.950
H16 5.274 8.082 4.640
H17 2.677 8.943 3.233
H18 2.870 7.661 4.432
O4 1.451 -1.129 -0.755
C17 0.836 -2.380 -0.475
O5 -0.214 -2.209 0.112
C18 1.890 -3.399 -0.181
C19 2.726 -4.200 -0.942
C20 4.033 -4.384 -0.479
C21 4.612 -3.604 0.512
C22 3.738 -2.784 1.211
C23 2.389 -2.880 1.018
O6 1.535 -2.126 1.860
N4 4.114 -1.485 1.781
O7 3.305 -0.486 1.535
O8 5.147 -1.292 2.296
N5 4.922 -5.296 -1.249
O9 4.410 -5.872 -2.177
O10 6.072 -5.344 -0.885
H19 2.433 -4.637 -1.890
H20 5.689 -3.594 0.648

For the records above, the corresponding maximum force values read 6.19, 1.47, 1.76, 2.04 eV/Å.